Entry 1:
Density functional theory data (the ωB97M-V functional and the def2-TZVPD basis) for 8 unconnected molecules or ions with the total composition C20H56N4O8 at a distorted geometry.

Properties
- Relative energy (zero: lowest compared OMol25 entry of this formula, charge and spin): 12.2 kJ/mol
- HOMO energy: -9.67 eV
- SMILES: NC(N)=O.NC(N)=O.CC(C)O.CC(C)O.CC(C)O.CC(C)O.CC(C)O.CC(C)O

The geometry in ORCA input format:
```
! RIJCOSX wB97M-V def2-TZVPD def2/J DEFGRID3
* xyz 0 1
N -0.382 0.531 0.078
C -0.608 -0.730 -0.375
N -1.687 -1.491 -0.025
O 0.365 -1.331 -0.918
H -1.140 1.037 0.378
H 0.352 1.067 -0.427
H -2.335 -1.084 0.629
H -1.362 -2.470 -0.038
N -2.707 -1.062 -3.428
C -2.192 0.153 -3.750
N -0.863 0.125 -4.100
O -2.809 1.197 -3.608
H -2.233 -1.888 -3.620
H -3.661 -1.110 -3.195
H -0.487 0.909 -4.590
H -0.329 -0.785 -4.261
C 1.973 2.827 3.198
C 2.509 2.499 1.820
C 3.951 3.037 1.566
O 2.543 1.082 1.795
H 2.734 2.800 4.041
H 1.152 2.129 3.369
H 1.559 3.918 3.170
H 1.866 2.903 1.025
H 4.582 2.475 2.275
H 4.105 4.099 1.701
H 4.193 2.798 0.519
H 2.708 0.901 0.882
C 2.151 -2.405 2.582
C 1.475 -1.643 3.764
C 2.355 -1.290 4.906
O 0.764 -0.494 3.267
H 3.128 -1.994 2.354
H 1.479 -2.341 1.712
H 2.275 -3.482 2.850
H 0.624 -2.230 4.093
H 3.261 -0.591 4.612
H 2.911 -2.216 5.254
H 1.821 -0.767 5.729
H 1.474 -0.005 2.813
C 3.931 -0.928 -2.108
C 3.304 0.440 -2.154
C 3.068 0.878 -3.584
O 2.156 0.549 -1.374
H 5.068 -0.923 -2.277
H 3.475 -1.599 -2.812
H 3.791 -1.270 -1.075
H 4.007 1.198 -1.827
H 2.418 1.744 -3.865
H 2.766 -0.069 -4.094
H 4.047 1.176 -3.950
H 1.563 -0.243 -1.358
C -3.232 4.307 -0.691
C -4.216 3.201 -0.478
C -5.387 3.240 -1.411
O -3.560 1.938 -0.580
H -2.453 4.091 -0.016
H -3.668 5.289 -0.579
H -2.886 4.293 -1.696
H -4.604 3.287 0.511
H -5.047 3.422 -2.433
H -6.077 4.112 -1.162
H -5.985 2.279 -1.413
H -3.483 1.715 -1.545
C 2.143 -4.032 -3.423
C 0.645 -3.928 -3.761
C -0.294 -4.941 -3.088
O 0.313 -2.506 -3.611
H 2.152 -3.732 -2.420
H 2.725 -3.421 -4.100
H 2.567 -5.042 -3.466
H 0.516 -4.100 -4.825
H -0.078 -5.893 -3.418
H -1.364 -4.768 -3.286
H -0.288 -4.813 -2.007
H 0.342 -2.259 -2.675
C -3.827 0.678 2.868
C -2.473 0.306 3.439
C -2.552 -0.076 4.907
O -2.065 -0.830 2.659
H -3.769 0.935 1.832
H -4.106 1.577 3.438
H -4.593 -0.050 3.093
H -1.785 1.080 3.175
H -3.317 -0.772 5.059
H -2.666 0.844 5.536
H -1.642 -0.571 5.168
H -1.093 -0.888 2.826
*
```



Entry 2:
Density functional theory data (the ωB97M-V functional and the def2-TZVPD basis) for a single C5H7NO molecule at a distorted geometry.

Properties
- Relative energy (zero: lowest compared OMol25 entry of this formula, charge and spin): 733.6 kJ/mol
- HOMO energy: -8.68 eV
- SMILES: C1=NOC[C@@H]2C[C@@H]12

The geometry in ORCA input format:
```
! RIJCOSX wB97M-V def2-TZVPD def2/J DEFGRID3
* xyz 0 1
C 0.465 0.499 -1.211
N 0.800 1.459 -0.384
O 0.843 1.070 0.819
C -0.078 0.126 1.404
C -0.864 -0.592 0.415
C -1.001 -1.759 -0.513
C -0.069 -0.734 -0.831
H 0.210 1.127 -2.244
H -0.497 0.805 2.183
H 0.663 -0.482 2.057
H -1.826 0.061 -0.034
H -0.511 -2.787 -0.164
H -2.065 -1.781 -0.777
H 0.961 -0.962 -0.463
*
```



Entry 3:
Density functional theory data (the ωB97M-V functional and the def2-TZVPD basis) for a molecular structure, C6H10O6Pr at a distorted geometry.

Properties
- HOMO energy (spin up / spin down): -24.78 / -25.25 eV

The geometry in ORCA input format:
```
! RIJCOSX wB97M-V def2-TZVPD def2/J DEFGRID3
* xyz 4 4
O 1.471 2.236 0.320
C 2.210 1.347 0.056
O 2.163 0.057 0.436
C 1.012 -0.465 1.181
C 0.329 -1.570 0.408
C -0.225 -1.199 -0.966
C -1.158 -0.016 -1.007
O -2.309 -0.318 -0.119
C -3.209 0.534 0.098
O -3.159 1.700 -0.439
O -4.195 0.209 0.836
H 0.365 0.394 1.384
H 1.431 -0.837 2.120
H -0.479 -1.927 1.062
H 1.022 -2.415 0.290
H -0.732 -2.073 -1.394
H 0.593 -0.952 -1.659
H -1.567 0.140 -2.012
H -0.707 0.911 -0.633
H -4.892 0.882 0.942
Pr 4.772 -0.589 -0.314
O 3.497 1.500 -0.323
H 3.769 2.453 -0.269
*
```



Entry 4:
Density functional theory data (the ωB97M-V functional and the def2-TZVPD basis) for a molecular structure, C5H13N2O at a distorted geometry.

Properties
- Relative energy (zero: lowest compared OMol25 entry of this formula, charge and spin): 323.6 kJ/mol
- HOMO energy: -2.93 eV

The geometry in ORCA input format:
```
! RIJCOSX wB97M-V def2-TZVPD def2/J DEFGRID3
* xyz -1 1
C 0.033 0.988 -1.509
N 0.682 2.048 -1.834
C -1.444 2.461 1.618
C 0.517 -0.113 -0.549
C 1.140 -1.228 -1.390
N -0.591 -0.503 0.320
C -0.155 -1.419 1.460
O 0.215 -2.632 1.095
H 0.376 2.038 -0.737
H -0.903 0.641 -2.009
H -2.098 2.196 2.460
H -0.548 2.969 1.998
H -1.163 1.553 1.066
H -1.967 3.148 0.954
H 1.275 0.377 0.071
H 0.417 -1.551 -2.139
H 1.988 -0.836 -1.969
H 1.381 -2.068 -0.728
H -1.191 -1.117 -0.217
H 0.638 -0.812 1.964
H -1.048 -1.409 2.133
*
```